Model w:
{"formula": "C3H3NO", "method": "ωB97M-V/def2-TZVPD", "elements": ["O", "N", "C", "C", "C", "H", "H", "H"], "positions_angstrom": [[0.339, 1.739, -0.029], [2.686, -0.551, -0.281], [1.602, -0.179, -0.125], [0.298, 0.528, -0.008], [-0.986, -0.251, 0.094], [-1.076, -0.975, -0.723], [-1.072, -0.799, 1.043], [-1.791, 0.487, 0.030]], "mulliken_charge": [-0.447, -0.331, 0.193, 0.602, -0.888, 0.309, 0.291, 0.272], "smiles": "CC(=O)C#N", "lumo_energy_ha": -0.01313, "orbital_gap_ev": 10.91, "e_homo_ev": -11.3}

Model x:
{"formula": "C3H3NO", "method": "ωB97M-V/def2-TZVPD", "elements": ["O", "N", "C", "C", "C", "H", "H", "H"], "positions_angstrom": [[-2.431, -0.666, -0.032], [-1.456, -0.474, 3.289], [-1.458, -0.355, 0.579], [-0.179, 0.072, -0.067], [-1.434, -0.342, 2.149], [0.533, 0.451, 0.694], [-0.697, 0.618, -0.916], [0.115, -0.822, -0.501]], "mulliken_charge": [-0.450, -0.313, 0.582, -0.892, 0.140, 0.335, 0.309, 0.289], "smiles": "CC(=O)C#N", "lumo_energy_ha": -0.00583, "orbital_gap_ev": 11.17, "e_homo_ev": -11.3}

We find model w to be the most stable, with the next structure 50.0 kJ/mol higher.

Model w:
{"formula": "CH5N2O", "method": "ωB97M-V/def2-TZVPD", "elements": ["O", "N", "N", "C", "H", "H", "H", "H", "H"], "positions_angstrom": [[1.741, -0.567, -0.390], [-0.629, -0.057, -0.285], [1.747, 0.819, 0.052], [0.725, -0.061, 0.325], [1.662, 1.448, -0.751], [0.751, -0.578, 2.328], [-0.967, -1.032, -0.343], [-0.610, 0.325, -1.252], [-1.291, 0.491, 0.284]], "mulliken_charge": [-0.226, -0.280, -0.349, 0.127, 0.268, 0.301, 0.394, 0.378, 0.388], "total_charge": 1, "lumo_energy_ha": [-0.19901, -0.21926], "orbital_gap_ev": [10.03, 9.60], "e_homo_ev": [-15.4, -15.6]}

Model x:
{"formula": "CH5N2O", "method": "ωB97M-V/def2-TZVPD", "elements": ["O", "N", "N", "C", "H", "H", "H", "H", "H"], "positions_angstrom": [[-1.458, 0.015, -1.819], [0.777, -0.849, 0.956], [-0.763, -0.422, -0.836], [0.120, -0.437, -0.060], [-2.375, 0.332, -1.666], [1.177, 1.708, 0.212], [0.473, 1.575, 0.630], [1.396, -0.137, 1.291], [0.654, -1.785, 1.293]], "mulliken_charge": [-0.340, -0.288, 0.310, 0.320, 0.412, 0.085, -0.050, 0.281, 0.269], "total_charge": 1, "lumo_energy_ha": -0.18412, "orbital_gap_ev": 11.39, "e_homo_ev": -16.4}

We find model x to be the most stable, with the next structure 209.9 kJ/mol higher.

Model w:
{"formula": "CH5N2O", "method": "ωB97M-V/def2-TZVPD", "elements": ["O", "N", "N", "C", "H", "H", "H", "H", "H"], "positions_angstrom": [[1.728, -0.417, 0.200], [0.321, 1.276, -0.164], [0.514, -0.016, 0.069], [-0.584, -0.871, 0.039], [-0.326, -1.705, -0.719], [-0.759, -1.515, 0.984], [1.074, 1.892, 0.220], [-1.348, -0.204, -0.208], [-0.619, 1.559, -0.420]], "mulliken_charge": [-0.365, -0.384, 0.720, -0.433, 0.329, 0.318, 0.328, 0.205, 0.282], "smiles": "C[N+](N)=O", "total_charge": 1, "lumo_energy_ha": [-0.26062, -0.26062], "orbital_gap_ev": [10.48, 10.48], "e_homo_ev": [-17.6, -17.6]}

Model x:
{"formula": "CH5N2O", "method": "ωB97M-V/def2-TZVPD", "elements": ["O", "N", "N", "C", "H", "H", "H", "H", "H"], "positions_angstrom": [[-2.342, -0.187, -0.221], [-1.271, 0.495, 0.101], [0.831, 1.720, -0.002], [-0.373, 1.248, 0.003], [1.634, 1.152, -0.237], [-1.991, 3.296, 0.612], [0.863, 2.602, 0.299], [-1.329, 3.125, 0.488], [-2.633, -0.598, 0.616]], "mulliken_charge": [-0.233, 0.248, -0.281, 0.380, 0.272, 0.166, 0.255, -0.243, 0.435], "total_charge": 1, "lumo_energy_ha": -0.16892, "orbital_gap_ev": 12.26, "e_homo_ev": -16.9}

We find model w to be the most stable, with the next structure 87.4 kJ/mol higher.

Model w:
{"formula": "C9H14N4O4", "method": "ωB97M-V/def2-TZVPD", "elements": ["O", "O", "O", "O", "N", "N", "N", "N", "C", "C", "C", "C", "C", "C", "C", "C", "C", "H", "H", "H", "H", "H", "H", "H", "H", "H", "H", "H", "H", "H", "H"], "positions_angstrom": [[2.793, 0.348, -1.417], [-0.914, -0.587, 2.644], [-0.652, -2.362, -2.141], [0.641, -2.033, 1.974], [1.512, -2.681, -0.783], [-2.632, 1.943, -0.838], [-0.527, 2.619, -0.749], [1.943, 0.111, 0.551], [1.959, -0.259, -0.772], [0.286, -0.910, 2.035], [1.216, -1.425, -1.365], [0.043, 1.639, 1.537], [-0.832, 1.851, 0.358], [-2.126, 1.492, 0.372], [-1.647, 2.643, -1.441], [-0.241, -1.227, -1.391], [0.978, 0.364, 1.583], [0.744, 2.498, 1.436], [1.551, 0.620, 2.476], [-0.618, -1.222, -0.404], [-1.780, 3.202, -2.325], [-2.722, 0.834, 0.997], [1.462, -2.775, 0.211], [2.453, -2.924, -1.099], [-0.481, -0.252, -1.893], [-1.512, -2.694, -1.919], [2.764, 0.622, 0.656], [-1.259, -1.474, 2.878], [-0.456, 1.728, 2.510], [-3.561, 1.821, -1.297], [1.614, -1.509, -2.385]], "mulliken_charge": [-0.677, -0.465, -0.521, -0.595, -0.589, -0.038, -0.643, -0.145, 0.409, 0.241, 0.005, -0.875, 0.589, -0.623, -0.474, -0.374, 0.211, 0.381, 0.244, 0.234, 0.480, 0.419, 0.306, 0.287, 0.116, 0.327, 0.249, 0.379, 0.436, 0.229, 0.478], "smiles": "N[C@@H](CO)C(=O)N[C@@H](Cc1c[nH]cn1)C(=O)O", "lumo_energy_ha": 0.01265, "orbital_gap_ev": 9.02, "e_homo_ev": -8.7}

Model x:
{"formula": "C9H14N4O4", "method": "ωB97M-V/def2-TZVPD", "elements": ["O", "O", "O", "O", "N", "N", "N", "N", "C", "C", "C", "C", "C", "C", "C", "C", "C", "H", "H", "H", "H", "H", "H", "H", "H", "H", "H", "H", "H", "H", "H"], "positions_angstrom": [[-2.261, 0.068, -3.565], [-0.102, -2.492, 2.819], [-1.048, 2.132, -0.243], [-1.713, -2.549, 1.332], [-2.140, -1.047, -0.859], [-0.971, 0.303, 1.072], [3.402, 2.034, -0.225], [2.163, 0.147, -0.561], [-1.253, 0.017, -1.377], [2.971, 1.103, -1.062], [1.329, -0.515, 1.604], [-0.079, -0.840, 1.104], [-2.010, 0.878, -2.432], [2.770, 1.614, 1.085], [-0.586, -1.990, 1.825], [-1.005, 0.925, -0.156], [2.020, 0.483, 0.684], [-2.029, -1.978, 0.536], [-1.519, 1.876, -2.630], [1.704, -1.523, 1.781], [-0.346, -0.302, -1.806], [-2.329, -1.706, -1.761], [-1.420, -0.291, -3.864], [3.922, 2.891, -0.307], [-0.746, 0.962, 1.850], [3.343, 0.843, -2.008], [-2.989, -0.468, -0.845], [-2.967, 1.009, -1.940], [2.794, 2.312, 1.969], [1.343, -0.026, 2.553], [0.118, -0.965, 0.091]], "mulliken_charge": [-0.498, -0.600, -0.670, -0.607, -0.510, -0.086, -0.077, -0.419, -0.737, -0.379, -0.961, 0.104, -0.585, -0.820, 0.210, 0.312, 0.800, 0.556, 0.317, 0.448, 0.564, 0.346, 0.348, 0.196, 0.414, 0.490, 0.404, 0.386, 0.303, 0.344, 0.411], "smiles": "N[C@@H](CO)C(=O)N[C@@H](Cc1c[nH]cn1)C(=O)O", "lumo_energy_ha": 0.01454, "orbital_gap_ev": 9.40, "e_homo_ev": -9.0}

We find model w to be the most stable, with the next structure 59.5 kJ/mol higher.

Model w:
{"formula": "C3H10N2O", "method": "ωB97M-V/def2-TZVPD", "elements": ["O", "N", "N", "C", "C", "C", "H", "H", "H", "H", "H", "H", "H", "H", "H", "H"], "positions_angstrom": [[2.492, -0.360, -0.106], [-1.722, -0.446, -0.690], [0.386, 1.597, -0.248], [1.129, -0.749, 0.094], [-1.222, -0.006, 0.640], [0.263, 0.384, 0.571], [-1.817, 0.843, 0.978], [-0.073, 1.386, -1.133], [-1.357, -0.786, 1.410], [0.582, 0.662, 1.607], [-1.724, -1.488, -0.769], [1.364, 1.802, -0.428], [-2.682, -0.116, -0.766], [0.744, -1.082, -0.892], [1.113, -1.574, 0.801], [2.523, -0.067, -1.070]], "mulliken_charge": [-0.546, -0.575, -0.731, -0.905, -0.793, 0.564, 0.415, 0.295, 0.348, 0.218, 0.214, 0.262, 0.229, 0.361, 0.300, 0.344], "smiles": "NC[C@H](N)CO", "lumo_energy_ha": 0.03421, "orbital_gap_ev": 10.09, "e_homo_ev": -9.2}

Model x:
{"formula": "C3H10N2O", "method": "ωB97M-V/def2-TZVPD", "elements": ["O", "N", "N", "C", "C", "C", "H", "H", "H", "H", "H", "H", "H", "H", "H", "H"], "positions_angstrom": [[-1.614, -0.083, -0.815], [-0.399, 1.699, -1.717], [0.370, -1.306, 1.438], [1.384, -1.575, 2.279], [0.474, -0.134, 0.529], [-1.363, 0.640, -1.857], [0.616, 1.557, -1.786], [-0.685, 2.285, -0.901], [1.003, 0.639, 0.896], [-0.575, 0.236, 0.111], [0.903, -0.442, -0.432], [2.320, -1.440, 2.005], [-0.590, -1.508, 1.800], [-2.202, 1.359, -2.185], [-0.923, 0.058, -2.702], [1.281, -1.985, 3.336]], "mulliken_charge": [-0.747, -0.583, -0.039, -0.241, -0.943, -0.478, 0.217, 0.248, 0.424, 0.335, 0.233, 0.368, 0.324, 0.318, 0.337, 0.226], "lumo_energy_ha": -0.06793, "orbital_gap_ev": 5.02, "e_homo_ev": -6.9}

Model y:
{"formula": "C3H10N2O", "method": "ωB97M-V/def2-TZVPD", "elements": ["O", "N", "N", "C", "C", "C", "H", "H", "H", "H", "H", "H", "H", "H", "H", "H"], "positions_angstrom": [[-0.622, -1.149, 2.170], [0.180, -2.208, 0.046], [1.459, 1.077, -1.004], [-0.623, -1.242, 0.707], [0.143, 1.458, -1.348], [-0.485, 2.586, -0.934], [0.021, 3.526, -0.796], [-0.189, -3.156, -0.016], [-0.495, 0.667, -1.716], [-0.205, -0.264, 0.386], [-1.448, -0.746, 2.372], [1.858, 0.607, -0.219], [0.939, -2.398, 0.709], [-1.506, 2.339, -0.650], [2.059, 0.912, -1.799], [-1.696, -1.200, 0.486]], "mulliken_charge": [-0.544, -0.559, -0.504, -0.150, -0.246, -0.496, 0.317, 0.252, 0.386, 0.071, 0.297, 0.207, 0.276, 0.196, 0.184, 0.313], "smiles": "C=CN.NCO", "lumo_energy_ha": 0.03055, "orbital_gap_ev": 9.70, "e_homo_ev": -8.9}

We find model w to be the most stable, with the next structure 222.5 kJ/mol higher.

Model w:
{"formula": "C3H10N2O", "method": "ωB97M-V/def2-TZVPD", "elements": ["O", "N", "N", "C", "C", "C", "H", "H", "H", "H", "H", "H", "H", "H", "H", "H"], "positions_angstrom": [[2.050, -1.111, -0.007], [0.241, 0.848, 1.375], [-2.038, -0.237, 1.199], [-1.206, 0.968, 1.173], [1.226, -1.029, -0.965], [1.612, -0.497, -2.302], [2.697, -0.493, -2.183], [-2.459, -0.447, 2.094], [1.042, -0.975, -3.136], [-1.407, 1.549, 0.178], [-2.590, -0.325, 0.338], [0.266, 0.715, 2.436], [0.848, 0.134, 0.917], [0.109, -1.250, -0.903], [-1.487, 1.686, 2.031], [1.097, 0.463, -2.244]], "mulliken_charge": [-0.592, -0.504, -0.467, -0.472, 0.221, -0.864, 0.321, 0.197, 0.314, 0.273, 0.220, 0.230, 0.257, 0.329, 0.307, 0.230], "smiles": "CC=O.NCN", "lumo_energy_ha": 0.03302, "orbital_gap_ev": 9.84, "e_homo_ev": -8.9}

Model x:
{"formula": "C3H10N2O", "method": "ωB97M-V/def2-TZVPD", "elements": ["O", "N", "N", "C", "C", "C", "H", "H", "H", "H", "H", "H", "H", "H", "H", "H"], "positions_angstrom": [[2.025, 1.599, 1.723], [0.637, 0.003, -0.992], [-0.147, 1.704, 1.131], [0.041, -1.326, -0.483], [0.895, 2.026, 1.907], [-1.256, -1.636, -1.129], [-1.018, 2.204, 1.227], [0.887, -2.019, -0.544], [-1.530, -2.656, -0.824], [-2.035, -0.949, -0.791], [0.432, -0.024, -1.989], [-0.084, 1.036, 0.340], [-0.015, -1.035, 0.581], [1.622, 0.057, -0.780], [-1.132, -1.550, -2.212], [0.680, 2.566, 2.834]], "mulliken_charge": [-0.567, -0.700, -0.244, -0.378, 0.025, -0.950, 0.188, 0.324, 0.306, 0.245, 0.187, 0.369, 0.284, 0.231, 0.328, 0.351], "smiles": "NC=O.CCN", "lumo_energy_ha": 0.03627, "orbital_gap_ev": 10.38, "e_homo_ev": -9.4}

Model y:
{"formula": "C3H10N2O", "method": "ωB97M-V/def2-TZVPD", "elements": ["O", "N", "N", "C", "C", "C", "H", "H", "H", "H", "H", "H", "H", "H", "H", "H"], "positions_angstrom": [[-3.436, -1.833, 1.364], [0.227, 1.070, 0.025], [1.805, 0.568, 1.720], [0.077, 0.065, -2.222], [0.531, 0.825, 1.219], [0.965, 0.446, -1.073], [-4.120, -1.405, 1.887], [1.314, -0.516, -0.644], [2.527, 0.643, 1.022], [1.890, -0.172, 2.396], [0.531, -0.553, -2.999], [-2.810, -1.146, 1.129], [-0.177, 0.701, 2.052], [-0.766, -0.573, -1.921], [1.907, 0.959, -1.308], [-0.464, 0.922, -2.647]], "mulliken_charge": [-0.644, -0.495, -0.438, -1.144, 0.068, -0.317, 0.321, 0.293, 0.252, 0.214, 0.353, 0.320, 0.339, 0.254, 0.312, 0.312], "smiles": "CC/N=C\\N.O", "lumo_energy_ha": 0.02885, "orbital_gap_ev": 9.85, "e_homo_ev": -9.1}

We find model x to be the most stable, with the next structure 82.5 kJ/mol higher.